This record from the OMol25 dataset describes 6 unconnected molecules or ions with the total composition C21H42Cl2O12. The level of theory is ωB97M-V/def2-TZVPD.

Properties
highest occupied orbital energy = -10.00 eV
E = -2648.55218 hartree
LUMO energy = 0.59 eV
SMILES = CCOC(=O)OC.CCOC(=O)OC.CCOC(C)=O.CCOC(C)=O.CCOC(C)=O.ClCCl
energy above the lowest of the compared OMol25 structures with the same formula, charge and spin = 3.361 eV
HOMO-LUMO gap = 10.6 eV
M = 557.46 Da

Element x y z (Å)
C1 7.00 2.44 8.63
C2 6.77 1.04 9.20
O1 5.58 0.34 8.70
C3 5.72 -0.36 7.46
O2 6.83 -0.47 6.89
O3 4.56 -0.79 7.00
C4 3.31 -0.30 7.55
H1 6.13 3.05 8.37
H2 7.65 2.53 7.76
H3 7.65 3.04 9.27
H4 6.68 1.04 10.29
H5 7.72 0.50 9.13
H6 3.38 0.73 7.92
H7 3.11 -0.89 8.44
H8 2.48 -0.31 6.84
C5 -5.94 -7.34 1.05
C6 -4.69 -6.68 0.40
O4 -3.50 -7.39 0.66
C7 -2.86 -7.15 1.83
O5 -3.18 -6.36 2.72
O6 -1.89 -8.00 2.03
C8 -1.63 -9.12 1.18
H9 -6.84 -6.75 0.92
H10 -5.77 -7.31 2.13
H11 -6.08 -8.38 0.75
H12 -4.57 -5.60 0.48
H13 -4.88 -6.89 -0.65
H14 -0.70 -9.57 1.52
H15 -1.42 -8.77 0.17
H16 -2.45 -9.83 1.14
C9 -0.12 5.12 -1.67
C10 -0.76 3.87 -0.93
O7 0.02 2.71 -1.16
C11 -0.39 1.61 -0.65
C12 0.26 0.35 -1.09
O8 -1.23 1.54 0.21
H17 0.15 4.86 -2.69
H18 0.70 5.49 -1.06
H19 -0.89 5.90 -1.74
H20 -0.82 3.93 0.15
H21 -1.79 3.63 -1.21
H22 0.86 0.42 -2.00
H23 -0.33 -0.57 -0.99
H24 1.07 0.08 -0.41
C13 6.17 3.67 -0.39
C14 5.99 3.30 1.07
O9 6.02 4.51 1.74
C15 5.00 5.07 2.32
C16 5.42 6.52 2.86
O10 3.84 4.62 2.38
H25 5.64 4.59 -0.63
H26 5.78 2.88 -1.03
H27 7.21 3.82 -0.67
H28 4.99 2.88 1.15
H29 6.72 2.58 1.44
H30 6.50 6.46 3.05
H31 4.90 6.90 3.74
H32 5.22 7.25 2.08
C17 -2.75 -1.32 -8.89
C18 -3.60 -2.59 -9.05
O11 -4.50 -2.30 -10.14
C19 -4.12 -2.51 -11.48
C20 -5.25 -2.26 -12.51
O12 -3.07 -2.92 -11.92
H33 -2.09 -1.34 -8.02
H34 -3.39 -0.45 -8.73
H35 -2.07 -1.11 -9.71
H36 -3.02 -3.49 -9.29
H37 -4.26 -2.64 -8.19
H38 -5.42 -3.13 -13.15
H39 -5.24 -1.40 -13.18
H40 -6.13 -2.09 -11.89
Cl1 -8.27 5.43 0.50
C21 -9.96 5.78 0.63
Cl2 -10.58 6.47 -0.96
H41 -10.48 4.89 0.99
H42 -10.10 6.57 1.36

Electronic structure analysis, Löwdin charges in units of e: atom 1 (C): -0.075, atom 2 (C): -0.200, atom 3 (O): -0.043, atom 4 (C): -0.487, atom 5 (O): 0.085, atom 6 (O): 0.016, atom 7 (C): -0.018, atom 8 (H): 0.075, atom 9 (H): 0.069, atom 10 (H): 0.070, atom 11 (H): 0.113, atom 12 (H): 0.114, atom 13 (H): 0.090, atom 14 (H): 0.095, atom 15 (H): 0.097, atom 16 (C): -0.052, atom 17 (C): -0.210, atom 18 (O): -0.002, atom 19 (C): -0.575, atom 20 (O): 0.108, atom 21 (O): 0.013, atom 22 (C): -0.032, atom 23 (H): 0.075, atom 24 (H): 0.068, atom 25 (H): 0.076, atom 26 (H): 0.129, atom 27 (H): 0.113, atom 28 (H): 0.096, atom 29 (H): 0.092, atom 30 (H): 0.099, atom 31 (C): -0.034, atom 32 (C): -0.187, atom 33 (O): 0.014, atom 34 (C): -0.612, atom 35 (C): 0.012, atom 36 (O): 0.095, atom 37 (H): 0.071, atom 38 (H): 0.070, atom 39 (H): 0.067, atom 40 (H): 0.119, atom 41 (H): 0.122, atom 42 (H): 0.083, atom 43 (H): 0.093, atom 44 (H): 0.088, atom 45 (C): -0.063, atom 46 (C): -0.233, atom 47 (O): -0.022, atom 48 (C): -0.471, atom 49 (C): 0.029, atom 50 (O): 0.049, atom 51 (H): 0.086, atom 52 (H): 0.078, atom 53 (H): 0.076, atom 54 (H): 0.118, atom 55 (H): 0.132, atom 56 (H): 0.071, atom 57 (H): 0.075, atom 58 (H): 0.076, atom 59 (C): -0.077, atom 60 (C): -0.195, atom 61 (O): -0.063, atom 62 (C): -0.457, atom 63 (C): 0.009, atom 64 (O): 0.091, atom 65 (H): 0.070, atom 66 (H): 0.077, atom 67 (H): 0.075, atom 68 (H): 0.121, atom 69 (H): 0.118, atom 70 (H): 0.082, atom 71 (H): 0.080, atom 72 (H): 0.068, atom 73 (Cl): 0.521, atom 74 (C): -1.006, atom 75 (Cl): 0.433, atom 76 (H): 0.032, atom 77 (H): 0.019